Model P:
The following is a quantum chemistry calculation of C28H27CoN8O2S as an isolated structure, from the Open Molecules 2025 dataset.

Output
* molecular weight: 598.578 Da
* total charge: +2
* HOMO-LUMO gap (alpha / beta): 0.2074 / 0.2073 Eh

Cartesian coordinates (Å):
Co 1.06619 -0.11420 -0.75994
S -2.50593 0.04052 -0.83290
O -3.05776 -0.93439 -1.71234
O -2.44769 1.41391 -1.25593
N 1.19794 0.14389 -2.70584
N 1.25069 1.94686 -0.72606
N -1.54486 -2.43840 0.21395
N 0.60013 -2.08530 -0.71410
N -0.89267 -0.36266 -0.58926
N 1.19661 0.06288 1.23526
N -5.22496 0.37641 4.39148
N 3.15632 0.05901 -0.67487
C -0.06425 -4.27117 -0.07916
C 3.62394 1.30664 -0.75818
C 0.32238 1.14508 -2.85057
C -4.61084 0.26520 3.19980
C -4.71707 -0.91690 2.43326
C -1.27475 -3.71940 0.33405
C -0.40300 0.22243 3.48689
C -0.24393 1.31793 2.65257
C 0.29067 2.22103 -1.80076
C 4.01931 -0.93363 -0.45859
C 1.28603 -0.79047 -3.65969
C 0.81471 2.37339 0.61250
C -0.47207 0.22241 -4.90832
C 2.61138 2.37619 -1.07020
C -3.30619 0.03638 0.75581
C 1.09490 -0.97081 2.07830
C 0.47517 -0.78782 -4.77459
C 0.86802 -3.37830 -0.57524
C -4.06105 -1.02918 1.22859
C -0.63353 -1.64651 -0.35695
C -3.84801 1.34004 2.69228
C 0.28818 -0.94588 3.19780
C 0.55181 1.20071 1.52423
C -0.53632 1.20970 -3.94187
C 5.86948 0.56259 -0.41000
C 5.37968 -0.73282 -0.31920
C -3.21473 1.21845 1.47966
C 4.97595 1.59761 -0.63206
H -1.13639 0.24495 -5.75901
H -1.24650 2.01841 -4.01258
H -4.13632 -1.92522 0.63482
H 0.13778 -5.32655 -0.00642
H -0.71379 2.25938 2.88812
H 0.58219 -1.55466 -5.52520
H 0.22636 -1.80943 3.84113
H -2.68558 2.04749 1.03981
H -3.79243 2.26370 3.25005
H 2.66672 2.56577 -2.14614
H 1.85460 -3.70734 -0.87973
H 1.70142 -1.83550 1.84363
H -0.07869 2.99747 0.54453
H 2.87409 3.30803 -0.56002
H 6.92653 0.76064 -0.31636
H 1.60092 2.97035 1.08664
H -1.02832 0.28253 4.36376
H 2.04573 -1.54515 -3.51517
H 5.32624 2.61580 -0.72177
H -5.80952 -0.36131 4.74746
H -5.34391 -1.72004 2.79319
H -0.73000 2.23328 -1.40513
H 3.59956 -1.92703 -0.40035
H 6.04156 -1.56795 -0.15099
H 0.48188 3.19382 -2.27092
H -5.18987 1.24003 4.90777
H -2.05417 -4.32286 0.77909

Model Q:
The following is a quantum chemistry calculation of C28H27CoN8O2S as an isolated structure, from the Open Molecules 2025 dataset.

Output
* molecular weight: 598.578 Da
* total charge: +2
* HOMO-LUMO gap: 0.2340 Eh

Cartesian coordinates (Å):
Co -0.03738 -0.11715 -0.04244
S -3.54839 0.07265 -0.10762
O -4.12617 -0.86581 -1.01552
O -3.38585 1.45051 -0.49607
N -1.96797 -0.43945 0.16748
N -2.57996 -2.65510 0.86990
N 1.91526 -0.06902 -0.02738
N -0.14521 0.10819 -1.97783
N -6.58007 0.13297 4.92716
N -0.45078 -2.03058 0.02016
N -0.02191 0.07130 1.93084
N 0.08347 1.84924 -0.07857
C -4.38879 0.04934 1.40961
C -1.36943 0.40515 4.31459
C -1.65681 1.31384 -3.37146
C 4.08113 -0.99134 0.28579
C -5.07484 1.21060 3.39663
C -0.00365 -3.28664 0.15551
C -0.11737 -0.88993 -2.87645
C -2.13299 -3.89428 0.96439
C -0.83564 -0.83410 -4.04695
C -1.73307 -1.75892 0.36683
C 2.44650 1.14950 -0.14681
C -5.17809 -1.04393 1.76380
C -0.89530 1.19351 -2.22638
C 4.63936 0.27478 0.16882
C -0.12350 -0.94225 2.80333
C 1.46924 2.23252 -0.47344
C -5.90247 -1.01488 2.93208
C -0.30590 2.36739 1.26734
C -1.23683 1.46394 3.43269
C 2.71240 -1.12231 0.18582
C -0.83412 -4.27762 0.60301
C -1.63716 0.27709 -4.28731
C -0.55829 1.25841 2.24919
C -5.86191 0.10843 3.77544
C -0.87238 2.25131 -1.15859
C 3.80962 1.36165 -0.04880
C -0.78251 -0.81318 4.00596
C -4.35703 1.18269 2.22223
H -1.92084 0.52995 5.23678
H 0.35008 -1.87216 2.51880
H 4.21158 2.36077 -0.15005
H -0.84356 -1.65529 4.67976
H 4.69467 -1.86391 0.45705
H 1.48644 2.38951 -1.55282
H -0.49878 -5.30070 0.67288
H 5.70942 0.41231 0.24666
H -6.53743 -1.85165 3.19495
H 1.75046 3.17648 -0.00520
H -1.65799 2.43466 3.65756
H -7.20410 -0.61758 5.16017
H 0.51492 -1.73338 -2.63522
H 2.23133 -2.08223 0.28326
H -6.63015 0.96461 5.48626
H -0.57658 3.21560 -1.58055
H -5.07450 2.10060 4.01433
H -3.80721 2.05735 1.90013
H -2.82939 -4.62336 1.36408
H 0.51711 2.96950 1.65836
H -2.24204 0.33002 -5.18258
H -1.17229 3.02238 1.18440
H -2.27147 2.19089 -3.52167
H -5.22772 -1.89976 1.10802
H 1.01945 -3.49029 -0.13493
H -1.87534 2.34635 -0.74754
H -0.78051 -1.65065 -4.75184

What are the relative energies? In eV: model P 1.189; model Q 0.000.

Model P:
The following is a quantum chemistry calculation of a 2-piece molecular cluster, C5H7I overall, from the Open Molecules 2025 dataset.

Output
* molecular weight: 194.015 Da
* SMILES: C=C=C.C=CI
* HOMO-LUMO gap: 0.3532 Eh

Cartesian coordinates (Å):
I 3.31268 0.32721 0.06709
C 0.21160 1.93909 1.49811
C -0.47025 1.24059 -0.94190
C 2.49263 -2.33302 -1.13718
C -0.10578 1.50852 0.25638
C 2.22567 -1.47679 -0.16196
H 2.12914 -3.45388 -1.05770
H 1.20021 1.48527 1.83328
H 1.36884 -1.67687 0.59211
H -0.36946 2.71913 1.99639
H -0.12199 1.69147 -1.89200
H 3.24796 -2.36695 -1.91537
H -1.17570 0.36587 -0.95580

Model Q:
The following is a quantum chemistry calculation of one molecule with the formula C5H7I, from the Open Molecules 2025 dataset.

Output
* molecular weight: 194.015 Da
* SMILES: I[C@]12CC[C@H]1C2
* HOMO-LUMO gap: 0.3489 Eh

Cartesian coordinates (Å):
I 3.15431 0.11420 -0.03052
C -1.11044 0.42574 0.43500
C -0.02556 -0.61010 0.72959
C 0.98079 -0.02665 -0.25462
C -0.19924 1.41009 -0.49244
C 0.27342 -1.36215 -0.46287
H -1.37395 0.79693 1.38545
H 0.36695 2.25022 0.15999
H 0.12275 -1.09850 1.70267
H -2.00568 -0.05371 -0.16212
H -0.47601 1.76068 -1.47019
H -0.52855 -1.40087 -1.13803
H 0.82122 -2.20587 -0.40191

What are the relative energies? In eV: model P 0.089; model Q 0.000.

Model P:
The following is a quantum chemistry calculation of a 2-piece molecular cluster, C5H12N2 overall, from the Open Molecules 2025 dataset.

Output
* molecular weight: 100.165 Da
* total charge: +2
* HOMO-LUMO gap: 0.3712 Eh

Cartesian coordinates (Å):
N 0.37607 -0.06306 -0.07613
N -2.03400 -0.14280 -0.02816
C 0.28040 1.46658 -0.16276
C -0.87543 -0.58370 -0.27801
C -3.23481 0.02747 0.26654
C 0.86320 -0.35347 1.33068
C 1.33291 -0.56663 -1.11675
H 0.88876 -1.43636 1.49626
H -3.87024 0.33337 -0.55142
H -0.56337 -2.34814 -0.59805
H 1.17844 -0.06355 -2.19281
H -0.01986 1.70066 -1.16779
H 0.12676 0.05714 2.00987
H 1.07794 -1.72912 -1.21161
H -3.59439 -0.01776 1.24781
H -0.67207 1.76324 0.52596
H 2.36323 -0.53584 -0.65900
H 1.20059 1.80589 0.29562
H 1.74622 0.24509 1.44024

Model Q:
The following is a quantum chemistry calculation of a 2-piece molecular cluster, C5H12N2 overall, from the Open Molecules 2025 dataset.

Output
* molecular weight: 100.165 Da
* total charge: +2
* HOMO-LUMO gap (alpha / beta): 0.2547 / 0.3425 Eh

Cartesian coordinates (Å):
N 1.94437 0.70629 -0.29186
N -2.32640 -1.18536 -0.06966
C 3.09590 0.25354 -0.59795
C -2.60311 1.29635 -0.05401
C 4.14492 -0.01754 0.37734
C -1.99755 0.11019 0.51051
C 0.83318 1.01390 -0.00031
H 3.81297 0.06552 1.40927
H -2.35521 -1.14069 -1.10607
H 4.59446 -0.99809 0.19298
H -1.65973 -1.92148 0.21357
H -2.65398 1.27863 -1.14580
H -3.65049 1.40425 0.28625
H -2.11490 2.20757 0.29094
H 0.32787 1.93502 0.18083
H -3.26898 -1.51044 0.22968
H -1.57503 0.08437 1.50270
H 3.31280 0.13802 -1.65481
H 4.97378 0.68294 0.20752

Model R:
The following is a quantum chemistry calculation of an isolated ion of composition C5H12N2 and charge +2, from the Open Molecules 2025 dataset.

Output
* molecular weight: 100.165 Da
* total charge: +2
* SMILES: C=[NH+]C(=C)CC[NH3+]
* HOMO-LUMO gap: 0.3789 Eh

Cartesian coordinates (Å):
N 0.27480 1.21803 -1.74669
N 0.44834 -0.83554 2.70213
C 0.92384 0.79578 -2.75567
C -1.61812 -0.30790 -1.31171
C 0.36106 -0.21561 0.28975
C -0.31617 -0.03000 1.64550
C -0.47739 0.23535 -0.91904
H 0.50525 -0.23200 3.53656
H 1.07081 -0.23869 -3.01808
H 1.38738 -1.16543 2.42503
H -2.01173 -0.18587 -2.32902
H -0.06886 -1.61088 3.12485
H -1.36433 -0.28762 1.68433
H 1.26976 0.39000 0.25506
H 0.68492 -1.26426 0.15507
H 0.16387 2.20332 -1.51155
H 1.31198 1.48383 -3.50634
H -0.44641 1.04143 1.92183
H -2.09899 -0.99394 -0.64201

What are the relative energies? In eV: model P 5.844; model Q 3.071; model R 0.000.

Model P:
The following is a quantum chemistry calculation of a 2-piece molecular cluster, CH7N3 overall, from the Open Molecules 2025 dataset.

Output
* molecular weight: 61.088 Da
* SMILES: [H]/N=C/N.N
* HOMO-LUMO gap: 0.3436 Eh

Cartesian coordinates (Å):
N 0.70242 0.50585 1.30046
N -0.19278 0.50507 -2.57229
N -1.09568 -0.48483 2.42698
C -0.22243 -0.46522 1.47636
H 0.71378 0.21260 -2.94269
H 1.38765 0.23595 0.61169
H -0.74041 -0.17638 -3.09181
H 1.05127 1.05073 2.06657
H -0.15039 -1.38510 0.88252
H -1.11395 -1.42623 2.80939
H -0.33949 1.42756 -2.96719

Model Q:
The following is a quantum chemistry calculation of a 2-piece molecular cluster, CH7N3 overall, from the Open Molecules 2025 dataset.

Output
* molecular weight: 61.088 Da
* HOMO-LUMO gap: 0.3344 Eh

Cartesian coordinates (Å):
N 2.65854 -0.13670 0.06006
N -0.67179 -0.22198 0.47487
N 1.59976 -0.25402 -0.52416
C -1.89753 0.39138 0.09500
H -0.52590 0.37967 1.33412
H -2.09329 0.00632 -0.87723
H 0.01103 0.19604 -0.20912
H 3.20934 -0.73172 0.65059
H -1.74041 1.48690 -0.13897
H -2.76092 0.27363 0.69158
H 3.15811 0.83434 -0.14597

What are the relative energies? In eV: model P 0.000; model Q 3.188.